This record from the Open Molecules 2025 dataset describes a 2-piece molecular cluster, C4H12N2Si overall. The level of theory is ωB97M-V/def2-TZVPD.

Calculated values
ΔE to the lowest compared entry with this formula, charge and spin: 144.0 kJ/mol
LUMO energy (alpha / beta): 1.00 / -0.68 eV
E_HOMO (alpha / beta): -6.02 / -10.64 eV
Energy: -558.4279 Ha
Maximum force: 4.037 eV/A

```
! wB97M-V def2-TZVPD RIJCOSX def2/J DEFGRID3
* xyz 0 3
C -1.076 1.412 -0.268
C -0.349 -0.380 2.283
C 1.906 0.681 0.550
C 0.024 -1.377 -0.639
N -0.924 -1.088 -2.891
N 0.088 -0.622 -2.481
Si 0.141 0.139 0.476
H -1.668 1.849 0.502
H -0.439 2.179 -0.715
H -1.764 1.167 -1.085
H 0.581 -0.620 2.886
H -0.849 0.522 2.798
H -1.003 -1.252 2.327
H 2.155 0.894 1.671
H 2.469 -0.131 0.287
H 2.262 1.467 -0.048
H 0.816 -2.056 -0.959
H -0.931 -1.912 -0.919
H -1.439 -0.871 -3.774
*
```

***

This record from the Open Molecules 2025 dataset describes an isolated molecule of C3H3ClN2O2. The level of theory is ωB97M-V/def2-TZVPD.

Calculated values
SMILES string: Nc1[nH]c(=O)oc1Cl
ΔE to the lowest compared entry with this formula, charge and spin: 94.1 kJ/mol
LUMO energy: 0.45 eV
E_HOMO: -8.63 eV
Energy: -836.2792 Ha
Maximum force: 5.975 eV/A

```
! wB97M-V def2-TZVPD RIJCOSX def2/J DEFGRID3
* xyz 0 1
C 0.401 -0.340 0.110
C -1.625 0.412 -0.590
C 0.553 0.293 -1.053
H 1.299 -0.120 1.957
H 2.115 -1.089 0.788
H -1.474 -0.722 1.112
N 1.141 -0.759 1.126
N -0.998 -0.107 0.496
O -2.813 0.550 -0.865
O -0.630 0.701 -1.491
Cl 2.031 1.181 -1.590
*
```

***

This record from the Open Molecules 2025 dataset describes CHF3NOS2Y as an isolated structure. The level of theory is ωB97M-V/def2-TZVPD.

Calculated values
LUMO energy: -2.41 eV
E_HOMO: -7.39 eV
Energy: -1302.7710 Ha
Maximum force: 4.126 eV/A

```
! wB97M-V def2-TZVPD RIJCOSX def2/J DEFGRID3
* xyz 0 1
N -1.637 -0.823 -0.934
S -2.176 0.834 -0.606
S -0.110 -1.063 -1.238
C 0.618 -0.237 1.416
F 0.990 0.778 2.240
F -0.335 -0.870 2.137
F 1.721 -1.036 1.458
Y 0.180 1.943 -0.665
O 1.036 0.034 -1.193
H -0.287 0.440 -2.615
*
```

***

This record from the Open Molecules 2025 dataset describes C19H17N10O4SV as an isolated structure. The level of theory is ωB97M-V/def2-TZVPD.

Calculated values
ΔE to the lowest compared entry with this formula, charge and spin: 0.5 kJ/mol
LUMO energy (alpha / beta): 2.56 / 2.56 eV
E_HOMO (alpha / beta): -3.86 / -3.07 eV
Energy: -2925.1464 Ha
Maximum force: 0.414 eV/A

```
! wB97M-V def2-TZVPD RIJCOSX def2/J DEFGRID3
* xyz -1 2
V 0.571 0.917 -0.879
N -1.994 -1.771 5.223
C -1.975 -1.852 3.834
C -0.758 -2.043 3.169
C -0.712 -2.076 1.792
C -1.888 -1.952 1.060
C -3.108 -1.799 1.702
C -3.150 -1.766 3.085
S -1.790 -1.708 -0.670
O -3.093 -1.901 -1.245
O -0.698 -2.513 -1.189
N -1.261 -0.194 -0.832
C -2.020 0.908 -0.654
N -1.212 2.007 -0.795
C -1.770 3.199 -0.652
C -3.122 3.334 -0.371
C -3.843 2.162 -0.221
N -3.314 0.948 -0.353
H -1.182 -1.281 5.586
H -2.843 -1.360 5.580
H 0.153 -2.125 3.747
H 0.235 -2.181 1.276
H -4.006 -1.677 1.111
H -4.098 -1.626 3.594
H -1.115 4.058 -0.750
H -3.579 4.305 -0.252
H -4.901 2.191 0.022
N 0.305 0.290 5.522
C 0.863 0.552 4.537
N 1.618 0.845 3.501
C 1.119 0.904 2.308
N 0.768 1.045 1.205
N 0.341 -0.917 -3.331
C 0.546 -1.147 -4.637
C 0.973 0.038 -5.197
C 0.983 0.948 -4.128
N 0.603 0.352 -3.005
H 0.024 -1.568 -2.602
H 0.381 -2.123 -5.058
H 1.231 0.221 -6.225
H 1.262 1.989 -4.110
O 2.253 2.176 -1.216
C 3.056 1.214 -1.091
C 4.563 1.305 -1.128
C 4.966 -0.146 -0.883
C 3.632 -0.903 -0.784
O 3.543 -2.096 -0.612
N 2.585 -0.011 -0.899
H 4.903 2.000 -0.360
H 4.883 1.697 -2.094
H 5.511 -0.290 0.050
H 5.563 -0.581 -1.683
*
```

***

This record from the Open Molecules 2025 dataset describes C3HN3O2 as an isolated structure. The level of theory is ωB97M-V/def2-TZVPD.

Calculated values
ΔE to the lowest compared entry with this formula, charge and spin: 443.5 kJ/mol
LUMO energy: -3.41 eV
E_HOMO: -11.39 eV
Energy: -429.4836 Ha
Maximum force: 6.744 eV/A

```
! wB97M-V def2-TZVPD RIJCOSX def2/J DEFGRID3
* xyz 0 1
C 0.621 0.514 1.801
C -1.674 -0.966 -1.307
C 1.705 0.104 -2.341
N 0.626 -0.356 -2.351
N 0.707 1.027 2.871
N -1.134 -1.111 -2.372
O 0.431 -0.135 0.864
O -2.391 -0.938 -0.402
H 1.108 1.860 3.238
*
```

***

This record from the Open Molecules 2025 dataset describes a 2-piece molecular cluster, C4H9O2 overall. The level of theory is ωB97M-V/def2-TZVPD.

Calculated values
ΔE to the lowest compared entry with this formula, charge and spin: 29.1 kJ/mol
LUMO energy: 4.04 eV
E_HOMO: -3.95 eV
Energy: -308.3338 Ha
Maximum force: 2.393 eV/A

```
! wB97M-V def2-TZVPD RIJCOSX def2/J DEFGRID3
* xyz -1 1
C 1.822 0.511 -0.395
C 1.261 -0.671 0.474
O 0.300 -0.349 1.209
O 1.800 -1.778 0.301
H 1.030 0.819 -1.075
H 2.716 0.250 -0.965
H 2.183 1.312 0.261
C -2.059 1.354 -1.109
C -2.411 0.379 -0.057
H -1.735 0.893 -2.044
H -2.827 2.067 -1.428
H -1.202 1.930 -0.748
H -2.620 0.825 0.935
H -1.535 -0.204 0.250
H -3.301 -0.228 -0.190
*
```

***

This record from the Open Molecules 2025 dataset describes C26H28NO5RbS3Sb as an isolated structure. The level of theory is ωB97M-V/def2-TZVPD.

Calculated values
ΔE to the lowest compared entry with this formula, charge and spin: 0.0 kJ/mol
LUMO energy: 2.16 eV
E_HOMO: -5.46 eV
Energy: -2897.5178 Ha
Maximum force: 0.222 eV/A

```
! wB97M-V def2-TZVPD RIJCOSX def2/J DEFGRID3
* xyz -1 1
Rb -0.311 -0.303 0.039
O -0.616 3.089 3.770
C -0.796 2.041 2.937
O -0.751 2.171 1.742
C -1.063 0.756 3.655
C -1.171 0.703 5.034
C -1.408 -0.539 5.612
C -1.525 -1.645 4.795
C -1.408 -1.494 3.410
N -1.178 -0.307 2.861
C -1.543 -2.742 2.489
O -1.694 -3.809 3.101
O -1.483 -2.514 1.262
H -0.377 3.834 3.199
H -1.063 1.600 5.626
H -1.495 -0.632 6.688
H -1.702 -2.643 5.171
O 2.080 0.556 -0.801
C 2.945 1.325 -0.095
C 2.675 1.250 1.425
C 2.343 0.129 2.124
C 2.222 0.352 3.524
C 2.473 1.644 3.867
S 2.844 2.595 2.488
C 2.853 2.792 -0.533
C 3.800 3.764 -0.663
C 3.262 5.008 -1.100
C 1.912 4.954 -1.268
S 1.294 3.391 -0.933
C 4.389 0.847 -0.285
C 5.545 1.127 0.382
C 6.671 0.440 -0.152
C 6.337 -0.349 -1.211
S 4.659 -0.273 -1.551
H 2.216 -0.831 1.642
H 1.944 -0.415 4.235
H 2.427 2.091 4.848
H 4.849 3.585 -0.477
H 3.854 5.895 -1.282
H 1.256 5.743 -1.601
H 5.584 1.786 1.240
H 7.675 0.522 0.243
H 6.988 -0.985 -1.790
C 0.373 0.351 -6.816
C -0.527 0.277 -5.588
Sb 0.318 0.604 -3.604
C 2.110 1.693 -4.114
C 3.226 0.973 -4.862
C 1.189 -1.347 -3.272
C 1.557 -2.174 -4.498
H -0.205 0.252 -7.741
H 1.124 -0.439 -6.813
H 0.902 1.305 -6.864
H -1.032 -0.693 -5.540
H -1.324 1.021 -5.669
H 2.469 2.012 -3.135
H 1.794 2.595 -4.646
H 3.542 0.080 -4.325
H 4.106 1.618 -4.946
H 2.935 0.677 -5.869
H 0.477 -1.905 -2.658
H 2.049 -1.138 -2.633
H 0.690 -2.355 -5.139
H 1.953 -3.152 -4.208
H 2.314 -1.681 -5.107
*
```

***

This record from the Open Molecules 2025 dataset describes C39H49Br2ClF28NO13PS as an isolated structure. The level of theory is ωB97M-V/def2-TZVPD.

Calculated values
LUMO energy: -0.37 eV
E_HOMO: -7.99 eV
Energy: -11692.1640 Ha
Maximum force: 5.641 eV/A

```
! wB97M-V def2-TZVPD RIJCOSX def2/J DEFGRID3
* xyz 0 1
C -2.729 -1.548 4.817
C -2.563 -2.958 4.175
C -1.755 -2.922 2.863
C -0.246 -2.990 3.166
O 0.471 -3.477 2.033
C 1.387 -2.718 1.291
C 1.348 -1.184 1.492
C 0.045 -0.402 1.490
O -0.292 0.313 0.600
C 2.849 -3.176 1.754
C 2.911 -3.586 3.244
C 3.008 -2.479 4.261
O 2.200 -2.233 5.019
F 4.149 -1.796 4.292
O 3.780 -2.119 1.545
N 5.142 -2.528 1.853
O 5.839 -1.606 1.821
O 3.333 -4.342 1.076
S 3.606 -4.255 -0.513
O 3.398 -5.569 -1.052
O 4.925 -3.718 -0.731
C 2.337 -3.037 -1.150
O 2.887 -1.751 -0.981
C 3.843 -1.303 -1.939
C 4.849 -0.376 -1.252
O 4.521 0.992 -1.384
C 5.004 1.784 -0.292
C 4.155 3.063 -0.184
P 2.026 -3.563 -2.932
C 1.220 -2.273 -3.976
C 0.882 -0.871 -3.412
C 3.503 -4.235 -3.808
C 3.218 -5.690 -4.263
C 1.096 -3.169 -0.227
Cl 0.669 -4.931 -0.179
C -0.205 -2.460 -0.717
C -1.042 -3.154 -1.807
C -2.399 -3.685 -1.327
F -2.300 -4.527 -0.252
Br -3.570 -2.185 -0.838
C -3.129 -4.470 -2.478
F -2.904 -3.827 -3.663
F -2.667 -5.739 -2.535
Br -5.073 -4.528 -2.223
H -2.161 -0.828 4.216
H -2.325 -1.546 5.832
H -3.782 -1.269 4.820
H -3.533 -3.436 4.000
H -2.050 -3.597 4.907
H -2.019 -2.046 2.265
H -1.966 -3.857 2.328
H 0.129 -2.061 3.602
H -0.144 -3.743 3.958
H 1.770 -0.977 2.488
H 2.010 -0.667 0.794
H -0.574 -0.443 2.401
H 3.827 -4.187 3.339
H 2.099 -4.242 3.550
H 3.387 -0.743 -2.767
H 4.439 -2.103 -2.376
H 5.840 -0.569 -1.700
H 4.911 -0.694 -0.208
H 4.943 1.213 0.642
H 6.055 2.032 -0.499
H 3.462 2.975 0.656
H 4.815 3.920 -0.034
H 3.597 3.158 -1.112
H 1.856 -2.137 -4.862
H 0.298 -2.720 -4.364
H 1.282 -0.102 -4.086
H 1.298 -0.651 -2.427
H -0.198 -0.677 -3.368
H 4.401 -4.228 -3.187
H 3.664 -3.638 -4.715
H 2.686 -5.673 -5.222
H 4.162 -6.226 -4.399
H 2.598 -6.214 -3.531
H -0.837 -2.431 0.182
H -0.005 -1.408 -0.937
H -0.517 -3.941 -2.354
H -1.304 -2.400 -2.562
C -2.625 2.463 8.045
C -2.615 2.786 9.553
C -2.256 1.658 10.528
F -3.142 0.650 10.466
F -2.277 2.150 11.788
F -3.794 3.339 9.905
F -1.653 3.738 9.728
O -3.877 2.207 7.420
C -4.447 0.954 7.379
C -5.798 0.912 8.105
F -5.653 1.242 9.400
F -6.288 -0.347 8.040
F -3.606 0.007 7.833
F -4.693 0.673 6.078
H -2.283 3.380 7.569
H -1.887 1.701 7.794
H -1.253 1.273 10.322
H -6.500 1.603 7.634
C 2.050 5.603 -5.697
C 1.761 7.104 -5.898
C 2.875 8.103 -5.560
F 3.204 8.056 -4.259
F 2.433 9.353 -5.831
F 0.629 7.439 -5.245
F 1.520 7.267 -7.232
O 1.560 4.978 -4.518
C 2.266 4.956 -3.335
C 1.532 5.677 -2.200
F 1.329 6.969 -2.513
F 2.299 5.628 -1.087
F 3.518 5.425 -3.499
F 2.379 3.660 -2.966
H 1.497 5.111 -6.496
H 3.101 5.371 -5.870
H 3.764 7.909 -6.167
H 0.573 5.195 -2.003
C -4.824 0.960 -5.039
C -3.495 0.847 -4.267
C -3.556 0.772 -2.739
F -4.072 1.892 -2.197
F -2.299 0.634 -2.254
F -2.656 1.834 -4.646
F -2.933 -0.334 -4.665
O -5.245 2.235 -5.501
C -6.000 3.082 -4.720
C -5.264 4.394 -4.433
F -4.116 4.141 -3.780
F -6.040 5.173 -3.645
F -6.412 2.490 -3.584
F -7.107 3.399 -5.429
H -4.646 0.400 -5.957
H -5.630 0.440 -4.521
H -4.144 -0.089 -2.418
H -5.043 4.921 -5.363
*
```